# C8H9N3O2S

A single C8H9N3O2S molecule (ωB97M-V/def2-TZVPD, the OMol25 dataset).

The geometry in XYZ format:
```
23
Properties=species:S:1:pos:R:3:mulliken_charge:R:1
C -2.324 1.887 -0.181 -0.66
C -1.076 1.224 -0.007 0.83
C -1.340 -0.113 0.479 -0.06
C -0.219 -1.047 0.463 1.84
C 0.119 1.680 -0.672 -0.92
C 1.092 -0.511 -0.069 -1.61
C -0.110 -1.433 1.956 -1.76
C 2.488 1.298 -1.005 -1.25
N -3.365 1.183 0.187 -0.56
N 1.135 0.843 -0.699 0.39
N -0.855 -2.092 -1.633 0.13
O -0.596 -2.281 -0.303 -0.22
O -0.819 -0.999 -2.082 -0.25
S -2.975 -0.281 0.802 0.11
H -2.544 2.821 -0.577 0.55
H 1.929 -0.578 0.668 0.52
H 1.406 -1.235 -0.806 0.42
H -1.114 -1.493 2.306 0.47
H 0.563 -0.751 2.351 0.49
H 0.535 -2.363 2.128 0.37
H 2.296 2.344 -1.195 0.42
H 3.146 1.080 -0.190 0.32
H 2.630 0.819 -1.920 0.42
```

Total energy, eV: -27836.31337
HOMO energy, eV: -8.07
M, g/mol: 211.246
Kohn-Sham gap, hartree: 0.2916
Energy above the lowest of the compared OMol25 structures with the same formula, charge and spin, kcal per mole: 104.8

***

# C51H60N7OP2S3SbW

A molecular structure, C51H60N7OP2S3SbW (ωB97M-V/def2-TZVPD, the OMol25 dataset).

The geometry in XYZ format:
```
126
Properties=species:S:1:pos:R:3:mulliken_spin:R:1
W -0.240 0.092 1.067 1.93
C 1.309 1.484 6.938 0.00
C 1.923 2.275 5.793 0.00
N 2.189 1.458 4.616 0.00
C 1.242 1.092 3.741 -0.01
S 1.752 0.019 2.463 0.05
N 0.026 1.524 3.921 0.04
N -0.841 1.145 2.941 -0.08
C -2.078 1.453 3.139 0.01
C -2.573 2.154 4.361 0.00
C -3.009 1.128 2.062 0.03
C -4.358 1.444 2.165 0.01
C -5.208 1.165 1.114 0.00
C -4.675 0.581 -0.022 0.04
C -3.323 0.303 -0.060 0.03
N -2.491 0.552 0.960 0.00
H 1.125 2.138 7.791 0.00
H 1.976 0.683 7.260 0.00
H 0.361 1.043 6.630 0.00
H 2.872 2.717 6.094 0.00
H 1.261 3.087 5.491 0.00
H 3.107 1.071 4.482 0.00
H -1.766 2.292 5.070 0.00
H -3.374 1.580 4.830 0.00
H -2.980 3.131 4.089 0.00
H -4.730 1.918 3.060 0.00
H -6.260 1.406 1.177 0.00
H -5.291 0.341 -0.876 0.00
H -2.885 -0.147 -0.938 -0.04
O -1.023 -1.473 2.311 0.03
N -1.668 -2.531 1.814 0.02
C -2.218 -3.379 2.711 0.00
C -2.833 -4.526 2.294 0.00
C -2.872 -4.812 0.927 0.00
C -2.304 -3.935 0.036 0.00
C -1.691 -2.761 0.489 0.01
S -0.946 -1.628 -0.575 -0.03
H -2.110 -3.067 3.738 0.00
H -3.265 -5.190 3.027 0.00
H -3.342 -5.719 0.572 0.00
H -2.304 -4.125 -1.028 0.00
C 1.122 0.452 -2.235 0.12
P 1.766 -0.284 -0.694 0.00
C 1.930 -2.071 -1.243 -0.05
N 1.758 -2.239 -2.524 0.00
C 1.512 -3.488 -2.997 0.00
C 1.322 -3.696 -4.382 0.00
C 0.965 -4.935 -4.831 0.00
C 0.781 -6.007 -3.925 0.00
C 0.975 -5.830 -2.585 0.00
C 1.363 -4.560 -2.101 0.00
N 1.648 -4.392 -0.783 0.00
C 1.986 -3.207 -0.350 -0.01
P 2.676 -3.071 1.367 -0.04
C 1.321 -3.840 2.337 0.00
C 3.973 -4.440 1.362 0.00
C 3.424 -5.866 1.408 0.00
C 4.879 -4.286 0.139 0.00
C 4.799 -4.179 2.628 0.00
C 3.514 0.429 -0.643 0.00
C 4.075 0.390 -2.073 0.00
C 3.490 1.878 -0.157 0.03
C 4.455 -0.390 0.238 0.01
H 1.675 0.092 -3.096 0.01
H 1.210 1.534 -2.139 -0.01
H 0.072 0.192 -2.367 -0.04
H 1.451 -2.857 -5.052 0.00
H 0.814 -5.104 -5.889 0.00
H 0.494 -6.979 -4.306 0.00
H 0.866 -6.640 -1.876 0.00
H 0.826 -4.647 1.794 0.00
H 0.619 -3.055 2.610 0.00
H 1.742 -4.236 3.262 0.00
H 2.810 -6.090 0.538 0.00
H 2.830 -6.045 2.305 0.00
H 4.264 -6.566 1.429 0.00
H 4.344 -4.480 -0.793 0.00
H 5.697 -5.008 0.205 0.00
H 5.328 -3.293 0.086 0.00
H 4.185 -4.229 3.531 0.00
H 5.275 -3.197 2.597 0.00
H 5.581 -4.937 2.721 0.00
H 3.587 1.106 -2.732 0.00
H 4.006 -0.604 -2.519 0.00
H 5.132 0.660 -2.022 0.00
H 2.874 2.511 -0.794 -0.02
H 4.514 2.260 -0.191 0.00
H 3.119 1.961 0.863 0.00
H 4.566 -1.403 -0.146 0.00
H 4.129 -0.446 1.272 0.00
H 5.438 0.086 0.206 0.00
S 0.163 2.408 0.437 0.46
Sb -1.484 2.814 -1.536 0.13
C -3.073 3.797 -0.510 0.03
C -4.286 4.076 -1.136 0.00
C -5.302 4.720 -0.441 0.00
C -5.108 5.106 0.878 0.01
C -3.894 4.852 1.500 0.00
C -2.883 4.192 0.813 0.00
C -2.447 2.255 -3.423 0.22
C -1.690 2.336 -4.589 0.00
C -2.177 1.815 -5.781 0.00
C -3.419 1.197 -5.817 0.02
C -4.174 1.099 -4.657 0.00
C -3.684 1.615 -3.464 -0.01
C -0.437 4.489 -2.318 0.05
C 0.891 4.738 -1.992 -0.01
C 1.547 5.841 -2.526 0.00
C 0.876 6.701 -3.382 0.00
C -0.454 6.463 -3.703 0.00
C -1.108 5.360 -3.175 0.00
H -4.444 3.805 -2.173 0.01
H -6.240 4.935 -0.938 0.00
H -5.896 5.621 1.413 0.00
H -3.730 5.178 2.520 0.00
H -1.934 3.994 1.302 0.00
H -0.720 2.821 -4.579 0.00
H -1.585 1.895 -6.684 0.00
H -3.799 0.795 -6.747 0.00
H -5.146 0.622 -4.681 0.00
H -4.286 1.536 -2.567 0.02
H 1.411 4.084 -1.304 0.02
H 2.581 6.029 -2.267 0.00
H 1.386 7.561 -3.796 0.00
H -0.982 7.136 -4.365 0.00
H -2.144 5.179 -3.438 0.00
```

Total energy, eV: -125781.34163
Spin multiplicity: 4
HOMO energy (spin up / spin down), eV: -8.39 / -10.05
⟨S²⟩: 3.775
Total charge: +1
M, g/mol: 1250.838
Kohn-Sham gap (spin up / spin down), hartree: 0.2036 / 0.2554
Energy above the lowest of the compared OMol25 structures with the same formula, charge and spin, kcal per mole: 0.0

***

# C7H6

A single C7H6 molecule (ωB97M-V/def2-TZVPD, the OMol25 dataset).

The geometry in XYZ format:
```
13
Properties=species:S:1:pos:R:3:mulliken_charge:R:1
C -1.608 0.800 0.262 -0.23
C -1.484 -0.848 0.503 -0.21
C -0.293 1.314 0.100 -0.34
C -1.903 -0.363 -0.743 -0.45
C -0.367 -0.791 -0.613 -0.51
C 0.563 0.320 -0.154 0.55
C 2.015 0.295 -0.111 -1.06
H -2.450 1.342 0.749 0.38
H -1.317 -1.108 1.478 0.54
H -0.060 -1.613 -1.149 0.49
H 2.147 -0.302 0.845 0.24
H 2.484 1.213 -0.065 0.35
H 2.273 -0.260 -1.101 0.26
```

Total energy, eV: -7347.64036
HOMO energy (spin up / spin down), eV: -7.72 / -7.44
M, g/mol: 90.125
Kohn-Sham gap (spin up / spin down), hartree: 0.2481 / 0.2365
Energy above the lowest of the compared OMol25 structures with the same formula, charge and spin, kcal per mole: 135.1